# FH3N2

A molecular structure, FH3N2 (wB97M-V/def2-TZVPD, the Open Molecules 2025 dataset).

The geometry in XYZ format:
```
6
Properties=species:S:1:pos:R:3:mulliken_charge:R:1
N -0.677 0.427 0.276 -0.389
N 0.532 0.415 -0.280 -0.128
F 0.836 -0.916 -0.944 -0.303
H -1.273 0.138 -0.562 0.287
H -0.934 -0.351 0.853 0.247
H 1.516 0.287 0.658 0.286
```

Calculated values
Charge ... 0
HOMO level ... -10.227 eV
E_tot ... -5742.14493 eV
Energy above the lowest of the compared OMol25 structures with the same formula, charge and spin ... 139.4 kJ/mol

=====

# FH3OP2

2 unconnected molecules or ions with the total composition FH3OP2 (wB97M-V/def2-TZVPD, the Open Molecules 2025 dataset).

The geometry in XYZ format:
```
7
Properties=species:S:1:pos:R:3:mulliken_charge:R:1
O 0.897 0.630 -0.680 -0.410
F -2.957 -0.544 0.191 -0.258
P 0.004 -0.710 -0.549 0.129
P -1.756 0.565 0.080 0.216
H 1.836 0.376 -0.881 0.334
H -0.307 -1.017 1.944 -0.064
H -1.714 0.946 -1.289 0.054
```

Calculated values
Charge ... 0
HOMO level (spin up / spin down) ... -8.051 / -9.308 eV
E_tot ... -23388.15252 eV
Energy above the lowest of the compared OMol25 structures with the same formula, charge and spin ... 348.3 kJ/mol

=====

# FH3OSi

2 unconnected molecules or ions with the total composition FH3OSi (wB97M-V/def2-TZVPD, the Open Molecules 2025 dataset).

The geometry in XYZ format:
```
6
Properties=species:S:1:pos:R:3:mulliken_charge:R:1
O 0.093 -0.439 -0.200 -0.344
Si -1.377 -0.099 0.005 0.391
H -1.976 1.353 0.362 -0.025
H -2.470 -1.215 0.153 -0.028
F 3.302 0.203 -0.020 -0.402
H 2.428 0.197 -0.299 0.408
```

Calculated values
Charge ... 0
HOMO level ... -11.188 eV
E_tot ... -12690.43613 eV
Energy above the lowest of the compared OMol25 structures with the same formula, charge and spin ... 329.6 kJ/mol

=====

Look up the energy above the lowest of the compared OMol25 structures with the same formula, charge and spin of the third one. 329.6 kJ/mol

=====

Look up the charge of the second one. 0